1.
A molecular structure, C31H55ClIrO3P2Si2 in a non-equilibrium geometry, computed with ωB97M-V/def2-TZVPD.

Summary:
- <S²> = 8.775
- DFT total energy (a.u.) = -3266.02814
- strongest force on any atom (eV/Å) = 3.1
- spin multiplicity = 6

```
95
Properties=species:S:1:pos:R:3:forces:R:3:mulliken_spin:R:1
Ir -0.537 0.011 -0.533 2.500 -0.027 0.156 1.7684
C 1.757 -0.197 -2.569 -0.208 0.054 -0.150 -0.0884
C 0.972 -1.345 -2.393 -0.391 -0.092 -0.570 0.4400
C -0.446 -0.912 -2.458 0.987 0.180 -1.059 0.0734
Si 1.623 -3.018 -1.866 -0.233 0.339 0.346 0.0354
C -0.451 0.518 -2.602 0.848 -0.300 -0.855 -0.0212
C 0.964 0.960 -2.614 -0.365 -0.097 -0.448 0.5137
Si 1.594 2.696 -2.360 -0.301 -0.328 0.232 0.0343
H 2.835 -0.204 -2.668 -0.042 0.031 0.453 -0.0034
H -1.298 -1.541 -2.694 0.191 0.082 0.081 0.0051
H -1.305 1.088 -2.951 0.202 -0.082 0.044 0.0043
Cl -4.388 0.166 1.069 -2.692 0.266 1.515 0.6576
C 3.451 2.667 -2.184 -0.001 0.019 -0.080 0.0083
C 1.039 3.785 -3.776 0.170 0.122 -0.017 0.0125
C 3.484 -3.045 -1.750 0.081 0.103 0.000 0.0081
C 1.037 -4.327 -3.072 0.089 -0.076 -0.016 0.0097
H 1.654 3.532 -4.650 -0.176 0.135 0.092 0.0033
H 1.197 4.844 -3.532 -0.057 -0.155 -0.155 0.0004
H -0.014 3.633 -4.041 0.211 0.061 0.043 -0.0033
H 3.745 2.098 -1.291 -0.050 0.136 -0.206 -0.0021
H 3.833 3.693 -2.100 0.033 -0.240 -0.006 0.0001
H 3.903 2.192 -3.066 0.017 0.145 0.178 -0.0007
H 1.623 -4.209 -3.994 -0.167 -0.118 0.123 0.0025
H -0.025 -4.235 -3.327 0.191 -0.065 0.029 -0.0033
H 1.223 -5.331 -2.669 -0.063 0.133 -0.159 0.0003
H 3.927 -2.714 -2.700 -0.006 -0.140 0.178 -0.0012
H 3.829 -4.068 -1.540 -0.018 0.232 -0.082 0.0003
H 3.828 -2.376 -0.949 -0.125 -0.205 -0.248 -0.0010
C 0.837 3.254 -0.711 0.028 0.464 -0.003 0.1030
C 0.875 -3.271 -0.134 0.099 -0.505 0.041 0.1063
P -0.797 2.512 -0.351 0.146 1.263 0.129 0.1901
H 0.783 4.353 -0.702 0.070 -0.193 0.108 0.0003
H 1.535 2.961 0.091 -0.229 0.030 -0.302 0.0010
P -0.734 -2.435 0.086 0.461 -1.276 0.457 0.2111
H 1.584 -2.834 0.589 -0.238 -0.062 -0.309 -0.0201
H 0.803 -4.349 0.078 0.036 0.236 0.033 0.0034
C -1.306 -2.876 1.819 -0.096 -0.029 -0.330 0.0194
C -1.886 -3.494 -0.979 0.333 0.269 0.057 0.0368
C -1.920 3.344 -1.615 0.392 -0.128 0.160 0.0277
C -1.403 3.294 1.249 -0.030 0.152 -0.278 0.0348
C -1.378 2.362 2.457 0.141 -0.117 0.199 0.0326
H -2.455 3.531 1.029 0.180 0.025 0.070 -0.0028
C -0.659 4.580 1.605 -0.020 0.237 0.162 0.0155
H 0.394 4.370 1.835 -0.226 0.078 -0.038 0.0001
H -1.119 5.000 2.509 0.149 -0.012 -0.119 0.0002
H -0.708 5.348 0.826 0.089 -0.194 0.136 0.0007
H -1.996 1.470 2.317 0.162 0.077 0.057 -0.0166
H -1.781 2.906 3.322 0.052 -0.132 -0.136 0.0009
H -0.349 2.067 2.703 -0.358 -0.036 -0.037 0.0067
H -1.506 3.018 -2.582 -0.147 0.205 0.212 0.0065
C -1.875 4.874 -1.559 -0.169 0.089 -0.198 0.0065
C -3.375 2.870 -1.523 -0.022 -0.049 -0.052 0.0099
H -0.873 5.293 -1.698 -0.151 -0.129 0.096 -0.0004
H -2.297 5.251 -0.620 0.095 -0.074 -0.211 0.0021
H -2.501 5.260 -2.375 0.109 0.023 0.149 0.0000
H -3.500 1.825 -1.821 0.050 0.173 0.082 -0.0031
H -3.988 3.482 -2.198 0.064 -0.133 0.152 0.0001
H -3.781 2.977 -0.509 0.034 -0.028 -0.234 0.0044
H -1.484 -3.350 -1.994 -0.156 -0.181 0.259 0.0070
C -3.345 -3.023 -0.962 -0.040 0.044 -0.083 0.0108
C -1.842 -4.991 -0.655 -0.135 -0.111 -0.135 0.0060
H -0.840 -5.430 -0.711 -0.169 0.147 0.079 -0.0002
H -2.464 -5.515 -1.395 0.128 0.046 0.166 -0.0004
H -2.274 -5.196 0.334 0.096 0.033 -0.254 0.0021
H -3.483 -2.044 -1.430 0.054 -0.182 0.120 -0.0020
H -3.747 -2.967 0.058 0.033 -0.005 -0.246 0.0051
H -3.955 -3.745 -1.524 0.081 0.154 0.142 -0.0002
C -1.134 -1.729 2.812 0.005 0.098 0.131 0.0378
C -0.643 -4.132 2.378 -0.057 -0.192 0.211 0.0153
H -2.384 -3.060 1.691 0.176 -0.021 0.120 -0.0043
H 0.438 -3.986 2.507 -0.223 -0.032 -0.015 -0.0006
H -0.805 -5.025 1.767 0.137 0.216 0.107 0.0005
H -1.075 -4.329 3.367 0.139 -0.037 -0.089 0.0005
H -0.076 -1.458 2.931 -0.238 0.023 -0.037 0.0012
H -1.509 -2.060 3.790 0.103 0.133 -0.144 0.0002
H -1.706 -0.839 2.527 0.195 -0.100 0.038 -0.0120
C -2.514 -0.007 -0.061 -1.221 -0.148 0.975 0.4042
H -3.101 -0.051 -0.981 0.166 -0.002 0.239 -0.0268
H -2.540 -0.905 0.590 -0.511 0.745 -0.643 0.1331
H -2.508 0.979 0.464 -0.426 -0.850 -0.519 0.1046
O 2.148 2.255 2.643 -0.151 -0.218 -0.453 0.0026
C 2.536 1.127 3.294 -0.273 -0.564 0.335 0.0036
C 2.909 1.219 4.641 -0.067 -0.079 -0.392 -0.0010
C 3.194 0.054 5.343 0.116 -0.244 -0.033 0.0009
C 3.178 -1.194 4.704 0.039 -0.038 -0.121 -0.0004
C 2.875 -1.280 3.340 -0.042 0.543 0.282 0.0007
C 2.507 -0.129 2.644 0.280 0.545 0.470 0.0108
C 2.043 -0.168 1.222 0.432 -0.430 -1.019 -0.0052
O 2.679 -0.756 0.336 -0.886 0.475 1.099 0.0135
O 0.927 0.503 1.044 0.699 -0.407 -0.183 0.0597
H 1.640 1.932 1.854 0.247 0.284 0.578 0.0024
H 2.933 2.204 5.106 -0.035 -0.294 -0.061 0.0000
H 3.436 0.119 6.409 -0.072 -0.062 -0.438 -0.0001
H 3.405 -2.103 5.263 -0.023 0.316 -0.146 0.0000
H 2.902 -2.222 2.797 -0.030 0.058 0.189 -0.0002
```
Forces are in eV/Å.

***

2.
A molecular structure, C31H55IrO5SSi in a non-equilibrium geometry, computed with ωB97M-V/def2-TZVPD.

Summary:
- <S²> = 6.024
- strongest force on any atom (eV/Å) = 4.5
- ΔE to the lowest compared entry with this formula, charge and spin (kJ/mol) = 38.10
- spin multiplicity = 5

```
94
Properties=species:S:1:pos:R:3:forces:R:3:mulliken_spin:R:1
O -0.167 -0.852 -4.324 0.130 0.934 -2.463 0.0327
C -0.308 0.317 -5.203 -0.110 0.954 0.648 0.0172
C -0.330 -0.461 -6.499 -0.125 0.046 0.454 0.0022
H 0.553 0.991 -5.143 -0.306 -0.017 0.338 0.0028
H -1.262 0.828 -4.984 0.512 0.005 -0.036 -0.0100
C -0.152 -1.662 -5.555 0.213 -0.760 -0.555 0.0110
H 0.531 -0.273 -7.151 -0.396 -0.066 0.063 0.0005
H -1.292 -0.367 -7.014 0.366 -0.329 -0.114 0.0001
C 1.187 -2.326 -5.777 0.085 -0.370 -0.228 0.0079
H 2.012 -1.653 -5.524 -0.102 -0.128 0.025 -0.0003
H 1.273 -2.596 -6.844 -0.016 0.058 0.371 0.0013
H 1.246 -3.247 -5.196 0.322 0.051 -0.014 -0.0026
C -1.288 -2.650 -5.572 -0.094 -0.238 -0.065 -0.0038
H -2.232 -2.126 -5.739 -0.060 -0.156 0.096 0.0004
H -1.341 -3.193 -4.623 -0.015 0.013 -0.136 0.0001
H -1.127 -3.371 -6.386 -0.180 0.169 0.194 0.0003
Ir -0.509 -1.125 -1.457 1.566 4.132 -0.757 1.4820
C -2.455 -1.439 -0.471 -1.465 -0.273 0.415 0.1240
C -2.302 -0.029 -0.321 -0.942 0.166 0.905 0.2583
C -2.081 0.538 -1.604 -0.982 0.278 -0.112 0.1055
H -2.321 0.486 0.639 0.102 -0.210 -0.555 0.0539
C -2.232 -0.505 -2.582 -2.094 0.032 0.446 0.1882
C -2.470 -1.743 -1.880 -1.838 0.039 -0.200 0.1045
H -2.660 -2.713 -2.327 -0.013 0.266 0.071 0.0169
H -2.562 -2.157 0.340 -0.125 0.288 -0.252 -0.0157
H -1.877 1.586 -1.814 -0.077 -0.386 0.114 0.0472
H -2.285 -0.366 -3.647 0.229 -0.142 0.131 0.0099
C 1.014 -2.291 -0.148 0.496 -1.298 0.929 0.2018
C 0.359 -3.077 -1.147 1.579 -1.070 0.033 0.2215
C 0.702 -2.510 -2.432 1.081 -1.154 0.149 -0.0369
H -0.254 -3.957 -0.980 0.228 0.209 -0.058 0.0266
C 1.533 -1.337 -2.185 1.237 -1.333 0.212 0.2297
C 1.759 -1.256 -0.778 1.141 -0.184 -0.218 0.2500
H 2.370 -0.506 -0.279 -0.337 -0.416 -0.235 0.0297
H 0.949 -2.464 0.925 0.059 0.189 -0.383 -0.0149
H 0.438 -2.967 -3.372 0.075 0.274 0.208 -0.0111
H 1.931 -0.665 -2.944 -0.169 -0.277 0.309 0.0294
O 1.946 2.604 -4.315 -1.329 0.478 0.258 0.0012
C 1.075 2.414 -3.162 0.427 0.075 0.340 -0.0072
C -0.250 3.144 -3.410 0.048 -0.060 -0.653 0.0021
H 1.557 2.840 -2.258 -0.033 -0.272 -0.459 0.0025
H 0.930 1.330 -2.996 0.155 0.496 -0.084 0.0443
C 0.108 4.196 -4.497 0.098 -0.208 0.658 0.0008
H -0.628 3.597 -2.488 0.071 -0.037 -0.209 0.0003
H -1.018 2.461 -3.794 0.241 0.194 0.191 0.0032
C 1.420 3.695 -5.118 0.369 -0.126 -0.170 -0.0003
H 0.261 5.159 -4.000 -0.043 -0.036 -0.272 0.0001
H -0.678 4.293 -5.250 0.085 0.089 0.166 0.0000
H 2.174 4.495 -5.162 -0.162 -0.253 0.063 0.0001
H 1.264 3.347 -6.157 0.096 -0.079 0.462 0.0001
C 1.401 3.224 3.035 -0.091 0.296 -0.107 -0.0007
C 1.762 1.955 3.788 -0.124 -0.167 0.057 0.0244
C 2.973 1.322 3.121 0.386 -0.097 0.031 0.0024
C 2.057 2.295 5.247 0.009 -0.039 0.158 -0.0033
O 0.644 1.041 3.803 0.141 0.283 -0.280 0.0047
Si 0.093 -0.001 2.631 -0.305 -0.765 2.027 0.0187
S 0.323 0.770 0.779 0.302 0.759 -1.265 0.5176
O 0.874 -1.441 2.866 0.100 -0.269 0.088 -0.0001
C 1.084 -2.268 4.042 -0.168 0.156 -0.029 -0.0073
C 1.478 -3.658 3.560 0.054 -0.111 -0.212 0.0051
C 2.205 -1.700 4.898 0.243 0.140 0.198 -0.0001
C -0.171 -2.367 4.895 -0.275 -0.088 0.282 -0.0010
O -1.493 -0.294 3.010 -0.128 0.356 0.292 0.0114
C -2.446 0.559 3.699 0.212 -0.177 -0.153 -0.0070
C -3.828 0.010 3.361 -0.085 -0.089 0.017 -0.0028
C -2.207 0.498 5.202 -0.017 -0.025 0.275 0.0002
C -2.322 2.008 3.253 -0.083 0.327 0.001 0.0106
H 2.249 3.920 3.092 -0.199 -0.075 -0.064 -0.0007
H 0.526 3.710 3.480 0.095 -0.049 -0.048 0.0014
H 1.190 3.008 1.981 0.024 0.059 0.214 0.0101
H 3.824 2.008 3.215 -0.091 -0.146 -0.071 -0.0012
H 3.239 0.376 3.603 -0.045 0.198 -0.111 0.0002
H 2.785 1.141 2.056 0.037 0.024 0.238 -0.0013
H 1.169 2.731 5.723 0.141 -0.118 -0.104 -0.0003
H 2.353 1.402 5.810 -0.088 0.142 -0.113 -0.0005
H 2.874 3.024 5.317 -0.132 -0.116 -0.056 0.0000
H 2.399 -3.614 2.969 -0.147 -0.003 0.026 0.0003
H 1.651 -4.321 4.419 -0.037 0.175 -0.182 -0.0004
H 0.683 -4.096 2.947 0.098 0.071 0.047 0.0016
H 1.938 -0.709 5.285 0.070 -0.183 -0.178 0.0006
H 2.382 -2.355 5.762 -0.044 0.085 -0.216 -0.0001
H 3.137 -1.634 4.325 -0.141 0.010 0.095 -0.0001
H -0.396 -1.411 5.381 0.010 -0.191 -0.248 0.0004
H -1.034 -2.693 4.303 0.130 0.161 0.068 0.0005
H -0.011 -3.102 5.697 0.021 0.129 -0.204 -0.0002
H -3.923 -1.027 3.704 0.059 0.153 -0.066 0.0000
H -4.605 0.607 3.855 0.138 -0.097 -0.089 0.0003
H -4.008 0.031 2.281 0.046 0.024 0.117 0.0088
H -1.192 0.836 5.444 -0.185 -0.137 -0.079 0.0005
H -2.912 1.163 5.719 0.070 -0.134 -0.114 -0.0003
H -2.359 -0.518 5.579 0.036 0.160 -0.036 0.0001
H -1.379 2.442 3.602 -0.163 -0.127 -0.166 -0.0052
H -2.381 2.104 2.165 0.011 0.009 0.090 0.0054
H -3.139 2.586 3.704 0.115 -0.073 -0.151 -0.0001
```
Forces are in eV/Å.